No. 1
30
Properties=species:S:1:pos:R:3 method="wB97M-V/def2-TZVPD" lumo_ev="3.58 / 3.56" total_charge=-1 spin_multiplicity=2 max_force_ev_per_a=1.75
N 1.66488 -1.40265 0.08996
C -0.67426 -1.81124 3.83727
C 0.17794 -0.79083 1.67109
C -1.98583 -0.19306 -1.37739
C -1.64328 0.01418 -0.03760
C 0.48889 -1.08292 -0.56808
C 0.17925 -1.18684 -1.92354
C 0.95401 4.56218 -2.53806
C -1.11147 -0.72773 -2.31879
C -0.44908 -0.68220 0.39637
C 1.45029 -1.27566 1.47015
C -0.49123 -0.54649 2.98606
C 0.96791 3.19291 -1.84207
H 0.12088 0.17106 3.56266
H -2.27257 0.55725 0.65486
H 0.94290 -1.33555 -2.68084
H 1.01827 2.43933 -2.62818
H 2.22504 -2.13791 -0.30385
H 1.96772 4.79830 -2.89296
H 0.25120 4.53841 -3.36555
H -2.92696 0.18800 -1.78086
H 1.62183 3.13545 -0.98007
H 0.19896 -1.95955 4.46945
H -1.44041 -0.02497 2.84891
H 0.68313 5.39271 -1.88060
H -0.79013 -2.67407 3.18451
H 2.24635 -1.41684 2.18388
H -1.56520 -0.81392 -3.30251
H -1.59724 -1.76517 4.41111
H 0.00543 3.00860 -1.34636

***

No. 2
30
Properties=species:S:1:pos:R:3 method="wB97M-V/def2-TZVPD" lumo_ev=0.82 smiles=Cc1c[nH]c2ccccc12.CCC spin_multiplicity=1 max_force_ev_per_a=5.61
N 2.11618 -2.90770 -0.89847
C -0.09016 0.04801 -1.05226
C -0.37108 2.31550 2.89562
C 0.82528 1.09512 -1.28483
C 0.82201 -3.46429 -0.65386
C 2.59943 -0.50230 -1.63207
C -1.55556 -2.92991 -0.31027
C -0.29840 -2.65683 -1.02654
C -1.55414 2.84222 0.56082
C 0.28969 -1.35543 -1.17870
C 1.74095 -1.58052 -1.32107
C 2.17923 0.80979 -1.70945
C -1.50144 2.13213 1.81961
H 3.42031 -0.84879 -2.18670
H -1.49557 1.04105 1.48663
H -0.86513 2.49717 -0.24104
H 0.46497 2.21348 -1.23031
H -1.27244 -3.57973 0.57996
H -0.85074 2.50121 3.76790
H -2.24377 -3.52262 -1.05095
H -2.42242 2.11378 2.41093
H -1.44395 3.91126 0.43563
H -1.03874 0.30372 -0.84792
H 2.79574 1.64158 -1.84836
H 0.49418 -4.56504 -0.36040
H 0.64850 1.67975 2.85654
H 3.03566 -3.23824 -0.72258
H -2.52389 2.69531 -0.03840
H -2.02012 -1.95836 0.07897
H 0.11540 3.26870 2.70159

***

No. 3
30
Properties=species:S:1:pos:R:3 method="wB97M-V/def2-TZVPD" lumo_ev=0.90 smiles=Cc1c[nH]c2ccccc12.CCC spin_multiplicity=1 max_force_ev_per_a=3.01
N -2.35711 -0.29999 -0.94501
C -1.66598 -0.27255 0.22502
C 0.02598 -0.64098 2.42649
C -1.04780 0.26990 2.52675
C -1.86968 0.42382 1.40573
C 2.76435 1.17282 0.26138
C 1.54972 3.34207 -0.71030
C -0.51609 -1.08637 0.15293
C 0.54980 -2.38733 -1.87398
C -0.50654 -1.58781 -1.22507
C 0.36564 -1.30086 1.25910
C -1.64191 -1.11995 -1.83953
C 2.61442 2.24149 -0.83012
H 3.56828 2.66483 -1.10261
H 1.50153 -1.84338 -1.94927
H 0.54870 2.92584 -0.87483
H -2.78537 0.91735 1.62490
H 3.42402 1.55781 1.01972
H 0.69674 -3.37706 -1.38193
H 1.86159 3.97038 -1.55793
H -1.28013 0.69728 3.48796
H 3.12654 0.24984 -0.17192
H -3.15231 0.27068 -1.16113
H 0.78431 -0.75130 3.21479
H 0.17422 -2.74845 -2.84187
H -1.98340 -1.07789 -2.87007
H 2.35491 1.76206 -1.81452
H 0.99207 -2.18242 1.12422
H 1.50869 3.82031 0.27210
H 1.82070 0.96905 0.83483

***

No. 4
30
Properties=species:S:1:pos:R:3 method="wB97M-V/def2-TZVPD" lumo_ev=0.88 smiles=CCc1c[nH]c2ccccc12.CC spin_multiplicity=1 max_force_ev_per_a=2.50
N -0.53419 1.64596 -1.09332
C -1.25019 -2.36216 -1.71134
C -1.43243 -0.13518 -2.62736
C 4.28209 1.17583 0.73590
C -0.19429 -0.09024 2.15043
C -1.67829 -1.47677 -2.72411
C -0.21918 1.67984 0.28016
C -0.56871 -0.48023 -0.34043
C 3.40374 0.72780 1.85901
C -1.55908 -0.30111 2.81434
C -0.86240 -1.84554 -0.51310
C -0.82936 0.36654 -1.44755
C -0.34293 0.41690 0.76595
H 0.32294 -1.06307 2.29909
H -1.91084 0.53983 -3.32854
H -0.68943 -2.46132 0.36877
H 5.16644 1.67833 1.12765
H 3.59130 1.24431 2.80738
H 4.54516 0.33873 0.07673
H 3.48575 -0.31484 2.18470
H -2.19624 -1.12402 2.48082
H 0.54458 0.42860 2.76856
H 3.81132 1.82265 -0.00884
H -1.17754 -3.43545 -1.83191
H -0.04095 2.64581 0.71779
H -2.25785 -1.82575 -3.57017
H 2.33631 0.91453 1.71768
H -0.55894 2.47134 -1.63204
H -2.16040 0.59836 2.64798
H -1.45614 -0.54427 3.87987

***

No. 5
30
Properties=species:S:1:pos:R:3 method="wB97M-V/def2-TZVPD" lumo_ev=0.92 smiles=Cc1c[nH]c2ccccc12.CCC spin_multiplicity=1 max_force_ev_per_a=4.63
N -1.92885 -0.02310 2.71365
C -1.03712 0.40245 0.69187
C -2.05714 -0.48921 0.44888
C -2.54134 -0.81804 1.71352
C 1.62880 -1.14400 -2.22106
C 0.12960 1.31209 2.75378
C -0.86109 0.57947 2.10275
C 2.49124 0.03017 -2.51924
C 1.61846 -1.50809 -0.67338
C 0.66571 2.10695 0.52679
C -2.75694 -0.90050 -0.76500
C 0.96896 2.05714 1.94528
C -0.25689 1.30735 -0.11255
H 1.20776 -2.50938 -0.33629
H -2.32187 -0.82453 -1.75905
H 2.69680 -1.40689 -0.44424
H -0.22927 1.37780 -1.22444
H 1.94046 -1.97874 -2.74157
H -3.59442 -0.24223 -0.81768
H -2.14753 -0.20645 3.66033
H 3.47583 -0.38868 -3.02991
H 1.11892 -0.67066 -0.09406
H 0.50303 -1.09935 -2.40871
H 1.65403 2.76113 2.28944
H 1.24603 2.90968 0.03719
H -2.98719 -2.00894 -0.57431
H 2.12630 0.75536 -3.31542
H 2.59488 0.60322 -1.61074
H 0.15267 1.33833 3.82150
H -3.49988 -1.32234 1.94265

***

No. 6
30
Properties=species:S:1:pos:R:3 method="wB97M-V/def2-TZVPD" lumo_ev=0.93 smiles=Cc1c[nH]c2ccccc12.CCC spin_multiplicity=1 max_force_ev_per_a=2.61
N 2.86336 -0.19264 0.52008
C 1.15660 -0.78797 2.38560
C 1.12790 -1.38945 -2.52320
C -1.30406 2.51278 0.78859
C -0.55239 -1.45507 0.27319
C -2.40079 1.26586 -1.06483
C -1.25242 2.16642 -0.74505
C 2.72856 -0.53099 -0.86877
C -0.06209 -1.42091 2.63875
C -0.90825 -1.74188 1.57908
C 1.46919 -0.86301 -1.18855
C 1.63284 -0.59089 1.09158
C 0.75607 -1.00293 0.06817
H 1.79197 -0.57975 3.23986
H -2.13098 0.24467 -0.80388
H -2.09718 1.89363 1.27240
H -0.30502 1.70397 -0.99156
H -1.82481 -2.34645 1.75253
H 1.00370 -2.47194 -2.53657
H 0.10117 -1.09501 -2.82622
H -1.27598 -1.68790 -0.49638
H -0.52379 1.94280 1.32265
H 3.61697 -0.27250 -1.40182
H 3.60103 -0.54208 1.11434
H -3.28744 1.67131 -0.54825
H -1.32820 3.14880 -1.28805
H -2.74942 1.28741 -2.09505
H -0.40704 -1.46314 3.65983
H 1.82877 -0.99275 -3.26352
H -1.26824 3.58960 0.93502